Record 1
Density functional theory data (ωB97M-V/def2-TZVPD) for a structure of composition C13H36F3O9SSn2 at a distorted geometry.

Calculated values
LUMO energy, eV: -12.6
Net charge: +3
Energy above the lowest of the compared OMol25 structures with the same formula, charge and spin, kJ/mol: 0.00
F_max, hartree/bohr: 0.0644
Kohn-Sham gap, eV: 2.2404

CARTESIAN COORDINATES (ANGSTROEM)
1 Sn 0.700 -5.087 -0.045
2 Sn -4.536 -1.390 0.609
3 S -0.576 -0.984 0.537
4 F 0.274 -0.418 -1.914
5 F 1.696 0.064 -0.366
6 F -0.068 1.311 -0.686
7 O 1.203 -4.112 2.757
8 O -3.428 0.742 2.427
9 O -0.264 -0.464 1.856
10 O -5.187 0.875 -1.349
11 O -1.950 -0.693 0.163
12 O -0.095 -2.360 0.264
13 O 3.537 3.116 -5.682
14 O 0.885 0.177 4.379
15 O 0.212 -4.482 -2.935
16 C 2.479 1.839 -3.983
17 C 1.455 -2.874 3.417
18 C 2.794 3.239 -4.474
19 C 1.752 1.081 3.712
20 C 0.429 0.098 -0.701
21 C 0.226 -3.292 -3.794
22 C 2.614 -3.020 4.397
23 C -3.124 2.086 2.796
24 C -3.062 1.497 -2.395
25 C -4.419 0.818 -2.564
26 C 1.575 -2.650 -3.472
27 C 2.218 2.060 4.801
28 C -2.289 2.807 1.725
29 H 1.854 1.262 -4.667
30 H 2.404 -3.725 5.201
31 H 3.552 -3.161 3.860
32 H 3.469 3.674 -3.728
33 H 2.757 2.923 4.406
34 H -2.954 3.008 0.888
35 H -2.579 1.474 -3.372
36 H -0.673 -4.830 -3.132
37 H 0.097 -3.778 -4.764
38 H 2.349 -3.385 -3.684
39 H -1.337 2.343 1.467
40 H 0.533 -2.436 3.816
41 H 2.797 -2.053 4.873
42 H 3.363 3.875 -6.245
43 H -5.520 1.780 -1.291
44 H 1.149 1.734 3.068
45 H -5.077 1.211 -3.343
46 H 1.644 -2.326 -2.431
47 H 1.002 -4.666 3.528
48 H -0.614 -2.605 -3.669
49 H -4.334 -0.229 -2.873
50 H -2.584 0.289 2.585
51 H 1.291 2.405 5.251
52 H 0.379 -0.306 3.717
53 H 2.539 0.617 3.113
54 H 1.969 3.953 -4.486
55 H 2.957 1.614 5.466
56 H -3.143 2.514 -2.008
57 H -1.975 3.745 2.188
58 H -2.796 2.202 3.832
59 H 1.662 -2.074 2.699
60 H -4.059 2.651 2.833
61 H 3.451 1.350 -3.885
62 H -2.419 1.016 -1.657
63 H 2.051 1.688 -2.989
64 H 1.745 -1.738 -4.043

Record 2
Density functional theory data (ωB97M-V/def2-TZVPD) for a cluster of 5 separate species, C13H36O7 in total at a distorted geometry.

Calculated values
SMILES: CC(C)O.CC(C)O.CC(C)O.OCCO.OCCO
LUMO energy, eV: 0.4
Energy above the lowest of the compared OMol25 structures with the same formula, charge and spin, kJ/mol: 146.70
F_max, hartree/bohr: 0.0599
Kohn-Sham gap, eV: 10.0749

CARTESIAN COORDINATES (ANGSTROEM)
1 O -0.588 -0.122 -2.618
2 O 0.566 -0.828 -4.903
3 O -0.775 4.743 -1.926
4 O -0.532 -1.473 -0.099
5 O -0.684 4.305 0.833
6 O -5.753 3.551 2.448
7 O 5.141 -3.823 -1.083
8 C 4.813 -3.407 1.211
9 C 1.694 -0.994 0.865
10 C -3.989 3.758 0.967
11 C -0.420 -0.980 2.198
12 C 5.602 -4.275 0.192
13 C -4.345 3.414 2.393
14 C -0.274 3.299 -0.093
15 C 0.320 -1.653 1.027
16 C 5.241 -5.739 0.330
17 C -0.836 -0.980 -4.819
18 C -1.510 -0.168 -3.725
19 C -1.035 3.444 -1.397
20 C -3.917 1.989 2.745
21 H -1.266 -0.866 -5.819
22 H -2.989 3.338 0.833
23 H -6.118 3.188 3.261
24 H 2.346 -1.398 1.642
25 H 5.233 -3.528 2.213
26 H 4.196 -5.930 0.584
27 H 0.337 -2.744 1.111
28 H -3.951 4.104 3.149
29 H -3.945 4.778 0.585
30 H 5.752 -6.154 1.205
31 H -0.531 2.375 0.443
32 H -4.599 3.257 0.212
33 H -0.114 4.290 1.605
34 H 4.392 -4.340 -1.387
35 H -0.086 -1.382 3.157
36 H 3.728 -3.403 1.127
37 H -2.838 1.819 2.718
38 H -2.098 3.393 -1.137
39 H 1.560 0.085 0.924
40 H -0.882 -2.076 -4.693
41 H 0.810 3.311 -0.240
42 H -2.479 -0.479 -3.326
43 H 6.662 -4.096 0.362
44 H 5.548 -6.350 -0.519
45 H -0.810 2.667 -2.123
46 H -4.299 1.640 3.705
47 H -1.450 -1.356 2.237
48 H -0.554 0.093 2.054
49 H 0.849 -0.645 -3.993
50 H -0.750 -0.533 -0.002
51 H -0.710 5.311 -1.148
52 H -1.845 0.779 -4.160
53 H -0.810 -0.850 -2.024
54 H 2.182 -1.282 -0.067
55 H 5.083 -2.370 0.987
56 H -4.273 1.293 1.979

Record 3
Density functional theory data (ωB97M-V/def2-TZVPD) for a structure of composition C13H37BeN2O4Si at a distorted geometry.

Calculated values
LUMO energy, eV: 2.3
Net charge: -1
Energy above the lowest of the compared OMol25 structures with the same formula, charge and spin, kJ/mol: 0.00
F_max, hartree/bohr: 0.0610
Kohn-Sham gap, eV: 2.3947

CARTESIAN COORDINATES (ANGSTROEM)
1 Si 0.288 2.871 -0.626
2 O 1.724 3.477 -0.155
3 O -0.279 3.733 -1.904
4 O -0.785 3.029 0.649
5 O 0.304 1.302 -1.025
6 N -0.625 0.285 1.182
7 N -0.844 -1.216 -1.031
8 C -2.418 3.979 2.134
9 C -2.508 4.487 -0.309
10 C 3.607 2.175 0.652
11 C -0.678 5.459 1.097
12 C 1.785 3.635 -3.188
13 C 0.982 5.787 -2.172
14 C -0.302 4.732 -4.055
15 C -1.593 4.268 0.882
16 C 1.921 -0.907 -0.578
17 C 1.941 3.175 2.262
18 C 2.690 3.355 0.949
19 C 0.567 4.477 -2.825
20 C 3.494 4.653 0.967
21 Be 0.190 -0.043 -0.318
22 H -1.252 -0.450 1.534
23 H 2.363 4.147 -3.972
24 H -1.171 1.152 1.017
25 H 2.446 3.490 -2.324
26 H 1.618 5.597 -1.298
27 H 1.262 4.017 2.447
28 H 2.679 3.161 3.079
29 H -1.695 -0.738 -1.353
30 H 1.690 -0.442 -1.553
31 H 4.062 4.776 0.034
32 H 4.159 2.346 -0.283
33 H 1.384 2.226 2.297
34 H 0.006 5.613 0.251
35 H -1.118 -1.939 -0.351
36 H 0.099 6.366 -1.875
37 H 2.847 5.528 1.126
38 H -0.572 3.779 -4.530
39 H -1.778 3.776 3.004
40 H 1.557 6.394 -2.886
41 H 1.253 -0.658 0.352
42 H -1.941 4.738 -1.213
43 H 1.475 2.655 -3.566
44 H -1.290 6.370 1.189
45 H -0.512 -1.736 -1.852
46 H -3.044 4.853 2.368
47 H -3.193 5.323 -0.095
48 H 2.929 -0.552 -0.341
49 H 1.969 -1.992 -0.719
50 H -1.221 5.266 -3.777
51 H -0.102 5.361 2.025
52 H -3.083 3.119 1.973
53 H 4.335 2.079 1.470
54 H -0.024 0.536 1.983
55 H 0.251 5.347 -4.781
56 H 3.050 1.231 0.576
57 H 4.211 4.604 1.800
58 H -3.101 3.584 -0.499

Record 4
Density functional theory data (ωB97M-V/def2-TZVPD) for a cluster of 7 separate species, C13H37FN14O8PS3 in total at a distorted geometry.

Calculated values
LUMO energy, eV: 1.8
Net charge: -1
Energy above the lowest of the compared OMol25 structures with the same formula, charge and spin, kJ/mol: 0.00
F_max, hartree/bohr: 0.0652
Kohn-Sham gap, eV: 6.0924

CARTESIAN COORDINATES (ANGSTROEM)
1 S -2.668 3.904 -0.391
2 S 0.328 -1.114 0.567
3 S -1.055 4.633 1.890
4 P 1.521 0.688 1.501
5 F 0.849 -1.362 -1.033
6 O 6.226 -3.936 -1.447
7 O 0.409 -2.344 1.323
8 O -1.056 -0.710 0.410
9 O 4.766 -0.121 1.331
10 O -2.178 3.787 4.956
11 O -5.309 -1.168 -2.350
12 O -1.736 2.190 -5.481
13 O -1.830 -5.779 -2.078
14 N -0.083 -4.418 -1.572
15 N -2.924 0.683 3.193
16 N -2.233 -3.623 -1.472
17 N 6.985 -0.610 1.189
18 N 7.479 -5.091 -2.945
19 N -4.066 5.020 4.804
20 N -2.901 4.895 6.799
21 N -0.519 1.412 -3.728
22 N -2.510 0.408 -4.308
23 N 5.253 -4.644 -3.361
24 N -4.031 -2.215 -3.902
25 N -6.242 -1.713 -4.345
26 N -2.584 2.336 1.710
27 N 5.409 -1.926 0.129
28 C -3.517 1.456 1.158
29 C -5.200 -1.664 -3.454
30 C -2.294 1.790 2.955
31 C -1.595 1.391 -4.567
32 C 5.655 -0.841 0.910
33 C -2.132 3.493 1.102
34 C -1.407 -4.683 -1.733
35 C -2.992 4.518 5.484
36 C 1.515 3.524 1.844
37 C -3.703 0.467 2.049
38 C 6.314 -4.519 -2.516
39 C 2.291 2.263 2.243
40 C 0.281 3.745 2.730
41 H 2.195 4.363 2.017
42 H -1.639 2.204 3.683
43 H -3.246 -2.207 -3.275
44 H 7.572 -5.574 -3.817
45 H -7.114 -1.317 -4.050
46 H 3.296 2.327 1.822
47 H -4.354 -0.379 1.940
48 H 0.259 -3.511 -1.306
49 H 4.384 -4.232 -3.071
50 H 2.421 2.193 3.325
51 H 0.230 1.080 2.038
52 H 4.447 -2.113 -0.084
53 H -0.014 2.806 3.173
54 H -0.390 0.770 -2.966
55 H 5.297 -5.117 -4.242
56 H -4.007 1.539 0.210
57 H 0.562 -5.168 -1.724
58 H 7.200 0.182 1.762
59 H 1.278 1.405 0.237
60 H -6.174 -2.117 -5.259
61 H 0.169 2.123 -3.885
62 H 2.722 0.207 0.947
63 H 1.773 -0.128 2.694
64 H -2.124 4.540 7.323
65 H -3.322 0.366 -4.891
66 H -3.923 -2.633 -4.806
67 H -4.752 5.623 5.215
68 H 8.276 -5.015 -2.341
69 H -2.408 -0.254 -3.566
70 H -3.562 5.495 7.252
71 H 6.116 -2.548 -0.247
72 H 7.729 -1.189 0.852
73 H 0.572 4.384 3.563
74 H -4.156 4.761 3.839
75 H -3.218 -3.779 -1.577
76 H 1.292 3.509 0.780
77 H -1.908 -2.721 -1.156